The following is a quantum chemistry calculation of a structure of composition C62H62Br2N7O6P2Sr, from OMol25.

Geometry as ORCA input:
```
! wB97M-V def2-TZVPD RIJCOSX def2/J DEFGRID3
* xyz -1 1
Sr 0.82 0.79 0.33
O 3.03 -2.98 4.18
C 4.02 -2.78 3.27
C 5.27 -3.33 3.54
C 6.30 -3.18 2.63
C 6.09 -2.48 1.44
C 4.85 -1.92 1.19
C 3.81 -2.05 2.10
C 2.51 -1.28 1.86
O 2.42 -0.66 0.68
N 1.35 -2.21 2.10
N 0.18 -1.51 2.19
C -0.92 -2.04 1.85
C -2.26 -1.40 2.09
Br -3.11 -0.99 0.29
C -3.23 -2.22 2.78
C -2.98 -2.94 3.98
C -1.72 -3.04 4.65
C -1.58 -3.77 5.82
C -2.65 -4.44 6.40
C -3.89 -4.36 5.76
C -4.05 -3.64 4.60
H 2.18 -2.74 3.75
H 5.41 -3.87 4.47
H 7.27 -3.61 2.85
H 6.90 -2.37 0.73
H 4.66 -1.33 0.31
H 2.41 -0.60 2.73
H 1.34 -2.96 1.41
H -0.98 -3.06 1.47
H -4.26 -2.08 2.49
H -0.87 -2.51 4.25
H -0.61 -3.80 6.30
H -2.53 -5.00 7.32
H -4.75 -4.87 6.19
H -5.03 -3.59 4.13
C 2.40 1.59 4.42
C 2.23 1.95 2.96
O 1.18 1.60 2.40
C 3.27 2.71 2.27
C 4.36 3.21 3.01
C 5.34 3.99 2.44
C 5.23 4.30 1.08
C 4.20 3.83 0.32
C 3.18 2.98 0.86
O 2.27 2.52 0.09
H 1.55 0.98 4.71
H 2.44 2.48 5.04
H 3.32 1.02 4.56
H 4.43 2.98 4.06
H 6.16 4.35 3.03
H 5.99 4.93 0.62
H 4.11 4.07 -0.73
C -1.66 1.74 -4.47
C -2.20 2.73 -3.42
P -1.35 2.68 -1.76
C -2.53 3.83 -0.92
C -3.42 3.28 -0.01
C -4.36 4.06 0.65
C -4.41 5.43 0.40
C -3.54 5.99 -0.52
C -2.61 5.20 -1.18
C 0.02 3.88 -2.08
C 0.52 4.62 -1.00
C 1.54 5.54 -1.18
C 2.11 5.72 -2.43
C 1.64 4.98 -3.51
C 0.61 4.07 -3.33
C -2.51 0.47 -4.57
P -2.08 -0.70 -3.18
C -3.68 -1.49 -2.74
C -4.92 -0.86 -2.85
C -6.06 -1.45 -2.32
C -5.98 -2.66 -1.65
C -4.75 -3.29 -1.51
C -3.61 -2.70 -2.04
C -1.27 -2.03 -4.17
C 0.12 -1.93 -4.28
C 0.84 -2.82 -5.06
C 0.18 -3.84 -5.73
C -1.19 -3.96 -5.61
C -1.92 -3.06 -4.84
H -0.64 1.45 -4.20
H -1.62 2.22 -5.45
H -3.25 2.52 -3.21
H -2.14 3.76 -3.78
H -3.37 2.21 0.19
H -5.03 3.61 1.37
H -5.12 6.05 0.93
H -3.58 7.06 -0.72
H -1.93 5.67 -1.89
H 0.09 4.48 -0.02
H 1.91 6.10 -0.33
H 2.91 6.43 -2.57
H 2.08 5.11 -4.49
H 0.26 3.50 -4.18
H -2.33 -0.02 -5.53
H -3.57 0.72 -4.53
H -5.01 0.10 -3.33
H -7.01 -0.95 -2.41
H -6.87 -3.11 -1.23
H -4.67 -4.22 -0.96
H -2.65 -3.19 -1.92
H 0.63 -1.13 -3.74
H 1.92 -2.72 -5.15
H 0.74 -4.54 -6.34
H -1.71 -4.76 -6.13
H -2.99 -3.16 -4.76
C 3.96 1.53 -2.77
N 3.51 0.16 -2.93
C 4.00 -0.54 -4.10
C 2.28 -0.16 -2.37
N 1.38 0.67 -2.04
N 2.12 -1.54 -2.21
C 1.04 -2.16 -1.59
N 1.27 -3.52 -1.42
N 0.00 -1.53 -1.22
H 5.05 1.55 -2.88
H 3.70 1.89 -1.78
H 3.53 2.21 -3.53
H 5.02 -0.89 -3.96
H 3.98 0.13 -4.97
H 3.36 -1.39 -4.32
H 1.65 1.63 -2.27
H 3.00 -2.01 -2.09
H 1.93 -3.98 -2.03
H 0.45 -4.07 -1.21
H -0.72 -2.14 -0.85
Br -1.50 6.31 3.28
C -2.16 4.57 3.66
C -3.11 4.40 4.66
C -3.59 3.13 4.93
C -3.14 2.04 4.20
C -2.21 2.23 3.19
C -1.70 3.50 2.92
C -1.73 1.10 2.34
O -2.03 -0.08 2.84
O -1.18 1.30 1.27
H -3.46 5.26 5.22
H -4.32 2.99 5.71
H -3.52 1.04 4.39
H -0.96 3.62 2.14
*
```

Values from the calculation:
LUMO energy ... 1.9 eV
DFT total energy ... -247518.5832 eV

Results of the Mulliken charge analysis, in e, for atoms 1 through 99: atom 1 (Sr): 1.03, atom 2 (O): -0.76, atom 3 (C): 0.40, atom 4 (C): -0.69, atom 5 (C): -0.35, atom 6 (C): -1.09, atom 7 (C): -0.48, atom 8 (C): 0.12, atom 9 (C): 0.71, atom 10 (O): -0.01, atom 11 (N): -0.94, atom 12 (N): 0.62, atom 13 (C): -1.04, atom 14 (C): 1.51, atom 15 (Br): 0.18, atom 16 (C): -2.21, atom 17 (C): 1.23, atom 18 (C): -0.12, atom 19 (C): -0.81, atom 20 (C): -0.56, atom 21 (C): -0.46, atom 22 (C): -0.76, atom 23 (H): 0.44, atom 24 (H): 0.43, atom 25 (H): 0.36, atom 26 (H): 0.41, atom 27 (H): 0.21, atom 28 (H): -0.29, atom 29 (H): 0.25, atom 30 (H): 0.23, atom 31 (H): 0.17, atom 32 (H): 0.40, atom 33 (H): 0.40, atom 34 (H): 0.36, atom 35 (H): 0.33, atom 36 (H): 0.33, atom 37 (C): -2.18, atom 38 (C): 1.12, atom 39 (O): 0.06, atom 40 (C): 0.17, atom 41 (C): -0.91, atom 42 (C): -1.03, atom 43 (C): -0.70, atom 44 (C): -0.83, atom 45 (C): 0.43, atom 46 (O): 1.28, atom 47 (H): 0.23, atom 48 (H): 0.50, atom 49 (H): 0.43, atom 50 (H): 0.37, atom 51 (H): 0.38, atom 52 (H): 0.40, atom 53 (H): 0.31, atom 54 (C): -0.26, atom 55 (C): -1.82, atom 56 (P): 2.70, atom 57 (C): -0.02, atom 58 (C): -0.42, atom 59 (C): -0.24, atom 60 (C): -0.72, atom 61 (C): -0.79, atom 62 (C): -0.40, atom 63 (C): 0.12, atom 64 (C): -0.27, atom 65 (C): -0.53, atom 66 (C): -0.79, atom 67 (C): -0.70, atom 68 (C): -1.01, atom 69 (C): -1.81, atom 70 (P): 2.71, atom 71 (C): -0.02, atom 72 (C): -0.75, atom 73 (C): -0.71, atom 74 (C): -0.68, atom 75 (C): -0.48, atom 76 (C): -0.64, atom 77 (C): -0.26, atom 78 (C): 0.45, atom 79 (C): -0.32, atom 80 (C): -0.91, atom 81 (C): -0.74, atom 82 (C): -0.47, atom 83 (H): 0.00, atom 84 (H): 0.55, atom 85 (H): 0.76, atom 86 (H): 0.64, atom 87 (H): 0.15, atom 88 (H): 0.46, atom 89 (H): 0.38, atom 90 (H): 0.42, atom 91 (H): 0.38, atom 92 (H): 0.33, atom 93 (H): 0.44, atom 94 (H): 0.33, atom 95 (H): 0.42, atom 96 (H): 0.27, atom 97 (H): 0.48, atom 98 (H): 0.63, atom 99 (H): 0.17